Molecular formula: C5H11N3
Method: DFT, ωB97M-V/def2-TZVPD

Atoms and positions in Å:
1 C 1.4814 -0.2324 -0.4043
2 C 1.0756 1.1056 0.0703
3 C -1.3622 0.8051 -0.0467
4 C -1.4498 0.6313 -1.5324
5 C 0.8347 -1.1119 0.6250
6 N -0.5461 -0.7810 0.8013
7 N -1.1720 -1.1065 1.8327
8 N 1.3334 -1.9920 1.3937
9 H -0.5023 -1.5125 2.5117
10 H 2.2973 -2.2002 1.1406
11 H 1.0701 -0.4429 -1.3954
12 H 2.5580 -0.4387 -0.4534
13 H 0.9025 1.9100 -0.6299
14 H 1.3692 1.3965 1.0712
15 H -1.1569 1.8064 0.3071
16 H -2.2320 0.4107 0.4669
17 H -0.6560 1.1404 -2.0781
18 H -2.4071 1.0387 -1.8776
19 H -1.4378 -0.4266 -1.8026

- net charge = 0
- HOMO (spin up / spin down) (eV) = -7.9 / -7.0
- energy above the lowest of the compared OMol25 structures with the same formula, charge and spin (kcal/mol) = 139.20
- LUMO energy (spin up / spin down) (eV) = 0.37 / 0.13
- F_max (hartree/bohr) = 0.032

---

Molecular formula: C5H11N3
Method: DFT, ωB97M-V/def2-TZVPD

Atoms and positions in Å:
1 C -1.0097 1.3826 -0.7723
2 N -0.7758 0.4889 0.1240
3 C -1.4085 0.2768 1.4230
4 C -1.0014 -1.1234 1.8405
5 N 0.1664 -1.3871 0.9602
6 C 0.2288 -0.5617 -0.0485
7 N 1.2535 -0.4959 -1.0786
8 C 1.8575 0.5392 -1.8652
9 H -1.7232 2.1391 -0.5250
10 H -0.5392 1.2854 -1.8122
11 H -2.5049 0.3012 1.3662
12 H -0.9834 1.0795 2.0711
13 H -0.6415 -1.0435 2.9200
14 H -1.8045 -1.7888 1.6318
15 H 0.5320 -2.2974 0.9754
16 H 1.9445 -1.1462 -0.7464
17 H 1.5723 1.0171 -2.8394
18 H 2.6813 -0.0607 -2.2743
19 H 2.1559 1.3948 -1.3505

- SMILES string = C=[N+]1CCN/C1=[NH+]/C
- net charge = +2
- HOMO (eV) = -19.3
- energy above the lowest of the compared OMol25 structures with the same formula, charge and spin (kcal/mol) = 96.38
- LUMO energy (eV) = -10.47
- F_max (hartree/bohr) = 0.133

---

Molecular formula: C5H11N3O
Method: DFT, ωB97M-V/def2-TZVPD

Atoms and positions in Å:
1 C 1.0145 1.0739 -2.3149
2 N 0.4825 0.5159 -1.0878
3 C -0.9743 0.3271 -1.0038
4 C -1.2735 0.3094 0.4819
5 N -0.4735 -0.7136 1.1190
6 C -0.5912 -0.8187 2.6074
7 C 0.9281 -0.8831 0.7094
8 O 1.6879 -1.5529 1.4312
9 N 1.2545 -0.7144 -0.6167
10 H 0.7697 0.5140 -3.4513
11 H 2.0993 1.0012 -2.2677
12 H 0.5144 2.0643 -2.4939
13 H -1.4669 -0.5702 -1.3339
14 H -1.1988 1.3964 -1.5562
15 H -2.3618 0.0272 0.5149
16 H -1.0311 1.1902 1.0677
17 H -0.7342 0.1854 2.9965
18 H -1.4414 -1.6253 3.1049
19 H 0.4641 -0.9909 3.1331
20 H 2.3317 -0.7360 -1.0398

- SMILES string = CN1CCN(C)C(=O)N1
- net charge = 0
- HOMO (eV) = -8.5
- energy above the lowest of the compared OMol25 structures with the same formula, charge and spin (kcal/mol) = 103.36
- LUMO energy (eV) = 0.78
- F_max (hartree/bohr) = 0.088